1.
Computed, not measured: C18H18F6N11O7S4Ti as an isolated structure at a distorted geometry, with wB97M-V/def2-TZVPD.

Its net charge is -1. Its orbital gap is 0.235 hartree. The calculation puts the LUMO energy at 1.398 eV. The HOMO energy is -4.987 eV. The calculation puts the total energy at -4867.31831 Eh.

Each line ends with the Mulliken charge.
Atoms and positions in Å:
C1 -2.2321 -3.3242 1.9244  -1.06
O1 0.7991 -0.1604 0.2001  0.00
C2 -1.4591 -2.1985 2.5264  0.86
H1 1.5099 2.2718 -2.5627  -0.17
C3 0.4366 -4.5046 -0.8047  0.45
O2 -1.9092 0.3854 -1.7260  0.30
C4 0.0498 3.2733 -0.2501  -0.25
N1 -2.8986 -1.4500 -0.2131  -0.22
S1 -0.0472 1.3718 3.0657  -0.59
H2 4.1643 4.6075 -3.3436  0.37
H3 -3.7986 -1.1415 0.1335  0.18
O3 1.5134 -2.7665 -2.4077  -0.57
H4 2.4230 4.7703 -3.0232  0.28
H5 4.5584 3.1789 -5.2303  0.33
F1 1.4381 -5.2908 -1.1749  -0.21
N2 1.7961 -2.4634 0.0898  -0.56
N3 -1.1737 -0.9600 1.9450  1.28
Ti1 -1.3816 -0.3043 -0.1345  -0.30
F2 4.3686 -1.0922 -0.1602  -0.24
C5 3.0125 2.8783 -3.8046  1.31
C6 4.1596 0.9628 -6.8200  -1.24
O4 -0.4451 -2.0721 -1.0323  -0.72
C7 3.3679 1.3874 -5.6186  0.98
O5 -2.3556 1.1184 0.7932  -0.54
H6 -3.2691 -3.0286 1.7818  0.21
N4 1.9919 2.0694 -3.4405  0.37
S2 1.8943 -1.0066 0.6786  1.13
S3 0.3478 0.0109 -3.6416  -0.31
C8 3.3366 -0.2524 -0.1806  0.50
F3 -0.6500 -4.8208 -1.5102  -0.22
H7 -1.8473 -3.6126 0.9530  0.07
C9 -4.0264 3.1302 -2.3375  -0.10
N5 -5.4234 0.6411 -0.3955  -0.60
C10 -0.5667 -0.2445 2.9496  -0.26
H8 3.4044 3.8290 -1.9285  0.29
N6 2.3623 0.6307 -5.2739  -0.55
F4 0.1841 -4.7028 0.4849  -0.19
H9 -2.7541 3.9151 0.7329  0.35
N7 -4.3668 4.1705 -2.6838  -0.52
S4 0.8590 -2.7452 -1.1466  0.98
N8 -2.4636 1.4408 -2.2221  -0.54
C11 -1.8509 3.5067 1.1958  -0.66
H10 -0.0267 -0.8781 4.8570  0.17
H11 -2.1843 -4.1633 2.6165  0.35
H12 3.5964 0.2261 -7.3867  0.36
H13 5.1001 0.5110 -6.4952  0.27
C12 -0.5799 4.2343 0.7553  -0.67
C13 -4.5770 1.1650 -0.9677  0.24
O6 2.2502 -1.0336 2.0527  -0.70
C14 1.6198 0.9414 -4.1553  0.08
C15 3.2780 4.0949 -2.9776  -1.28
O7 0.9787 3.5415 -0.9879  -0.66
F5 3.6792 0.8744 0.4336  -0.22
H14 -0.7427 5.2108 0.3050  0.41
H15 4.4013 1.8193 -7.4516  0.34
C16 -1.5987 2.1448 0.6226  0.28
H16 0.1219 4.3394 1.5848  0.28
C17 3.7340 2.5576 -4.9103  -1.21
F6 3.0222 0.0147 -1.4449  -0.16
H17 -3.0273 -1.9454 -1.0882  0.18
N9 -0.5943 2.0625 -0.2078  0.59
H18 -1.9994 3.4507 2.2711  0.27
C18 -3.6159 1.8378 -1.8252  1.17
N10 -0.5041 -1.0734 3.9963  0.28
N11 -1.0449 -2.2970 3.7525  -0.94

=====

2.
Computed, not measured: a 2-piece molecular cluster, C4H8N2O overall, with wB97M-V/def2-TZVPD.

Its orbital gap is 0.375 hartree. The calculation puts the LUMO energy at 1.018 eV. The HOMO energy is -9.191 eV. The calculation puts the total energy at -341.91858 Eh.

Each line ends with the Mulliken charge.
Atoms and positions in Å:
N1 1.9998 1.8304 1.2616  -0.12
H1 -1.4767 -0.4717 1.4985  0.33
O1 -1.3089 1.6495 0.5632  -0.59
H2 1.9610 2.2102 2.1875  0.31
H3 1.0013 -1.4935 -1.0526  0.33
H4 0.0660 -1.3521 1.3856  0.30
C1 0.1039 -0.9835 -1.4105  -0.92
H5 -1.3789 -1.9822 0.5608  0.32
C2 1.9608 1.4434 0.1699  -0.17
C3 -0.8449 -1.0744 0.8491  -0.97
C4 -0.8149 1.0209 -0.3480  0.07
H6 0.3898 -0.2709 -2.1834  0.29
H7 -0.5467 1.4934 -1.3145  0.35
N2 -0.5366 -0.2931 -0.3235  0.15
H8 -0.5748 -1.7264 -1.8438  0.33